# C32H35AuN6O2

A molecular structure, C32H35AuN6O2 (ωB97M-V/def2-TZVPD, OMol25).

E_LUMO (alpha / beta) = -6.0 / -6.0 eV
⟨S²⟩ = 2.041
E_tot = -1854.66713 Ha
gap between HOMO and LUMO (alpha / beta) = 0.244 / 0.277 Ha
maximum force = 0.1 eV/Å

Geometry as ORCA input:
```
! wB97M-V def2-TZVPD RIJCOSX def2/J DEFGRID3
* xyz 2 3
Au 0.12 1.19 0.76
C 4.34 0.29 -0.49
C 4.70 -0.69 0.42
C 3.79 -1.07 1.40
C 2.55 -0.45 1.44
N 2.21 0.49 0.54
C 3.08 0.85 -0.40
C 1.54 -0.76 2.49
C 1.71 -1.65 3.53
C 0.69 -1.81 4.46
C -0.48 -1.08 4.34
C -0.61 -0.20 3.28
N 0.40 -0.07 2.41
C -1.82 0.62 2.99
C -2.94 0.62 3.80
C -4.04 1.39 3.44
C -3.99 2.13 2.28
C -2.84 2.09 1.51
N -1.79 1.36 1.87
H 5.02 0.61 -1.26
H 5.67 -1.16 0.38
H 4.05 -1.83 2.12
H 2.74 1.61 -1.09
H 2.63 -2.22 3.63
H 0.81 -2.50 5.28
H -1.27 -1.20 5.06
H -2.96 0.04 4.71
H -4.92 1.40 4.07
H -4.83 2.74 1.96
H -2.74 2.65 0.59
C -1.22 3.47 -3.21
N -0.13 4.02 -2.40
C 0.53 5.15 -2.77
C 1.54 5.65 -2.03
C 1.88 4.94 -0.84
N 1.23 3.83 -0.48
C 0.23 3.39 -1.24
O -0.45 2.36 -0.93
N 2.87 5.36 -0.05
H -1.30 4.05 -4.12
H -2.16 3.51 -2.66
H -1.00 2.43 -3.45
H 0.20 5.61 -3.69
H 2.06 6.55 -2.33
H 3.37 6.20 -0.25
H 3.05 4.87 0.81
C 2.29 -2.13 -2.12
C 1.04 -1.79 -2.95
C 0.78 -0.28 -2.99
C -0.15 -2.59 -2.48
C -0.69 -3.55 -3.30
C -1.75 -4.35 -2.88
C -2.29 -4.20 -1.60
C -1.82 -3.26 -0.73
C -2.42 -3.12 0.65
C -1.40 -3.33 1.76
C -3.16 -1.78 0.80
C -0.72 -2.39 -1.15
O -0.27 -1.50 -0.39
H 3.16 -1.60 -2.53
H 2.50 -3.20 -2.16
H 2.15 -1.84 -1.08
H 1.24 -2.11 -3.97
H 0.60 0.11 -1.99
H -0.10 -0.06 -3.60
H 1.64 0.24 -3.42
H -0.27 -3.70 -4.29
H -2.15 -5.10 -3.54
H -3.11 -4.85 -1.29
H -3.17 -3.91 0.73
H -0.64 -2.55 1.74
H -0.90 -4.29 1.66
H -1.90 -3.31 2.73
H -2.47 -0.95 0.69
H -3.64 -1.73 1.78
H -3.94 -1.68 0.04
*
```

Atomic partial charges in e from the Mulliken method, atoms 1 to 5: 1.29 -1.03 -0.75 -0.44 0.70